Record 1
{
  "formula": "C12H18FO9",
  "method": "ωB97M-V/def2-TZVPD",
  "symbols": ["F", "C", "C", "C", "O", "C", "O", "O", "H", "H", "H", "H", "H", "H", "C", "C", "C", "O", "C", "O", "O", "H", "H", "H", "H", "H", "H", "C", "C", "C", "O", "C", "O", "O", "H", "H", "H", "H", "H", "H"],
  "xyz": [[1.1587, 0.0410, -1.0918], [0.6725, 2.0904, 1.9468], [1.9385, 1.9700, 1.1380], [2.3870, 2.9893, 0.0333], [3.4551, 3.6478, 0.5791], [3.9083, 3.0971, 1.6703], [4.8828, 3.4258, 2.2369], [3.0845, 2.1073, 2.0386], [0.4108, 1.2972, 2.6808], [-0.0349, 2.2914, 1.0611], [0.6221, 3.0629, 2.4653], [2.2738, 0.9079, 0.9389], [1.6393, 3.7787, -0.0354], [2.5271, 2.3157, -0.8884], [-0.1263, -3.9487, 0.1138], [0.0187, -3.4636, 1.5373], [0.7114, -2.1328, 1.7681], [-0.2605, -1.2363, 2.1604], [-1.4643, -1.8474, 2.3032], [-2.5227, -1.3539, 2.6216], [-1.3172, -3.0786, 1.9500], [0.7615, -4.2173, -0.3345], [-0.5995, -3.2488, -0.5584], [-0.6905, -4.6488, 0.1418], [0.4672, -4.3534, 2.1867], [0.7743, -1.7064, 0.6723], [1.6529, -2.2172, 2.2323], [-1.5027, 1.9828, -2.5112], [-1.5514, 0.4540, -2.7328], [-1.8777, -0.4400, -1.4708], [-2.8289, -1.3381, -2.0262], [-3.3647, -0.9888, -3.1994], [-4.4021, -1.4513, -3.6776], [-2.7056, 0.1769, -3.5809], [-0.8375, 2.1880, -1.6636], [-2.4258, 2.3188, -2.2539], [-1.1402, 2.4296, -3.4007], [-0.5215, 0.3498, -3.1270], [-2.1978, -0.0064, -0.7051], [-0.9746, -1.2448, -1.2190]],
  "forces_ev_per_a": [[-0.215, 0.070, 0.106], [-1.161, 1.652, -2.009], [2.923, -2.498, 1.323], [-3.171, -2.264, -0.443], [1.650, 1.643, -1.695], [-1.493, -1.809, 0.721], [1.861, 0.677, 1.095], [1.043, 1.098, 1.559], [0.213, 0.302, -1.150], [-0.007, -1.065, 1.623], [0.405, -0.223, 0.033], [-2.134, 0.989, -1.279], [-0.423, -0.344, -0.866], [0.170, 1.572, 0.995], [4.805, 8.460, 0.507], [0.107, -0.793, 1.122], [-0.241, 0.213, -6.242], [-1.529, 1.667, 2.925], [-0.339, 1.786, 0.197], [1.497, -0.085, -0.178], [-0.612, -3.736, -0.045], [2.213, -0.608, -0.732], [-0.006, 0.782, 0.128], [-6.876, -9.112, 0.269], [-1.305, 1.844, -0.936], [1.591, -0.853, 1.602], [0.756, 0.650, 1.215], [1.675, -2.212, 0.892], [0.277, 1.196, 1.553], [6.300, -5.984, -7.889], [-1.751, -1.564, 0.014], [-1.433, 1.736, 0.747], [3.190, 0.981, 0.585], [0.021, -1.265, -0.999], [0.192, -0.132, -0.357], [-2.883, 1.256, 0.569], [0.298, 0.656, -0.765], [-0.853, -1.503, -0.325], [-2.901, 3.774, 6.487], [-1.851, 3.044, -0.358]],
  "mulliken_charge": [-0.87, -0.92, 0.70, -0.32, -0.36, 0.57, -0.59, -0.41, 0.26, 0.08, 0.35, -0.02, 0.30, 0.28, -1.83, 0.50, -0.34, -0.18, 0.67, -0.61, -0.36, 0.42, 0.35, 0.76, 0.19, 0.14, 0.41, -1.47, 0.70, -0.21, -0.36, 0.65, -0.61, -0.41, 0.19, 0.50, 0.36, 0.18, 0.50, -0.19],
  "fmax_ev_per_a": 11.7,
  "e_tot_ev": -33879.0633,
  "e_lumo_ha": 0.1054,
  "e_homo_ev": -5.598,
  "charge": -1
}

Record 2
{
  "formula": "C12H18GaN5O2S3",
  "method": "ωB97M-V/def2-TZVPD",
  "symbols": ["Ga", "N", "C", "C", "N", "C", "C", "N", "H", "H", "H", "H", "H", "H", "H", "H", "H", "H", "H", "H", "H", "S", "C", "S", "C", "N", "N", "C", "C", "C", "C", "C", "C", "S", "H", "H", "H", "H", "H", "O", "O"],
  "xyz": [[-0.5069, -0.9888, -1.9729], [-2.2562, -1.2220, -3.2660], [-2.2691, -0.2646, -4.3839], [-1.6443, 1.0447, -3.8996], [-0.3331, 0.7641, -3.3129], [0.7479, 0.5627, -4.2848], [1.8978, -0.1483, -3.5758], [1.3614, -1.3822, -2.9856], [-2.2520, -2.1909, -3.5934], [-3.1159, -1.1231, -2.7182], [-3.2815, -0.0645, -4.7402], [-1.6949, -0.6701, -5.2173], [-2.2779, 1.4676, -3.1151], [-1.5818, 1.7597, -4.7251], [-0.0775, 1.5488, -2.7159], [1.0869, 1.5068, -4.7185], [0.3822, -0.0745, -5.0921], [2.2905, 0.4806, -2.7719], [2.7043, -0.3521, -4.2837], [2.0439, -1.8152, -2.3607], [1.1976, -2.0776, -3.7171], [0.4221, -3.2302, 4.5835], [0.2543, -1.8320, 3.9820], [0.0936, -2.5096, 1.0992], [-0.1265, -0.7567, 1.2958], [-0.1600, -0.1263, 2.4025], [0.0902, -0.6108, 3.6378], [0.3439, 0.4256, 4.6201], [0.9297, 1.6004, 4.1708], [1.2170, 2.5983, 5.0861], [0.9369, 2.4107, 6.4312], [0.3468, 1.2336, 6.8633], [0.0441, 0.2297, 5.9603], [-0.2483, 0.3240, -0.0758], [1.1356, 1.7203, 3.1192], [1.6688, 3.5183, 4.7497], [1.1739, 3.1830, 7.1456], [0.1211, 1.0864, 7.9069], [-0.4341, -0.6761, 6.2957], [-0.6918, -2.7298, -1.3597], [0.4595, -2.6209, -0.4651]],
  "forces_ev_per_a": [[0.279, 0.617, -0.522], [0.157, -0.388, 0.621], [0.099, 0.530, -0.190], [-0.504, -0.166, -0.219], [0.017, 0.098, 0.600], [0.486, -0.216, 0.009], [0.014, 0.407, -0.327], [-0.344, -0.354, 0.237], [-0.073, 0.200, 0.062], [0.266, -0.078, -0.028], [0.087, -0.131, 0.013], [-0.091, -0.098, 0.055], [0.061, 0.084, -0.087], [0.000, -0.026, 0.107], [0.013, -0.046, 0.004], [-0.087, -0.067, 0.010], [-0.020, 0.087, -0.040], [-0.002, -0.102, -0.053], [-0.037, 0.027, 0.112], [-0.259, 0.077, 0.065], [0.040, 0.067, 0.116], [-0.145, 0.880, -0.462], [0.045, -0.767, 0.608], [-0.363, 0.339, 0.125], [0.178, -0.760, -0.013], [-0.530, 0.967, -1.078], [0.357, -1.059, 0.726], [0.265, 0.687, 0.666], [-0.021, -0.130, -0.100], [-0.025, -0.112, 0.016], [-0.040, -0.028, 0.007], [0.055, -0.031, -0.011], [-0.047, -0.139, -0.333], [-0.205, -0.184, -0.849], [0.071, 0.107, -0.013], [0.034, 0.059, -0.048], [0.013, 0.085, 0.056], [-0.044, 0.013, 0.109], [-0.089, -0.151, 0.081], [-0.242, 0.032, 0.234], [0.632, -0.332, -0.265]],
  "mulliken_charge": [0.93, -0.45, -0.65, -0.73, -0.26, -0.64, -0.73, -0.39, 0.33, 0.33, 0.42, 0.34, 0.39, 0.40, 0.44, 0.42, 0.29, 0.35, 0.46, 0.33, 0.32, -0.09, 0.64, 0.06, 0.55, -0.66, 0.41, 0.68, -0.20, -0.62, -0.51, -0.63, -0.59, -0.30, 0.42, 0.40, 0.41, 0.40, 0.39, -0.42, -0.23],
  "fmax_ev_per_a": 1.5,
  "e_tot_ev": -109145.9833,
  "e_lumo_ha": -0.2714,
  "e_homo_ev": -14.262,
  "charge": 2
}

Record 3
{
  "formula": "C12H18IN2O4S",
  "method": "ωB97M-V/def2-TZVPD",
  "symbols": ["C", "N", "C", "C", "I", "N", "C", "S", "H", "H", "H", "H", "H", "H", "O", "C", "O", "C", "C", "C", "H", "H", "H", "H", "H", "H", "O", "C", "O", "C", "C", "C", "H", "H", "H", "H", "H", "H"],
  "xyz": [[-0.7574, -0.9036, 1.0819], [0.1533, -0.4886, -0.0157], [1.5466, -0.9539, 0.2283], [2.4544, 0.0312, 1.0320], [2.0756, 2.0280, 0.1374], [2.0384, 0.1322, 2.4427], [2.2189, -0.8581, 3.0977], [1.8291, -2.1968, 3.9501], [-1.3350, -1.7944, 0.7136], [-0.2111, -1.2212, 1.9924], [-1.4125, -0.0549, 1.3826], [-0.1981, -0.8965, -0.8813], [1.5318, -1.9849, 0.6662], [2.0102, -1.0326, -0.7878], [-2.6449, 3.6752, -0.4385], [-1.9650, 4.5741, -0.0430], [-1.7006, 5.6946, -0.7742], [-0.7716, 6.5251, -0.0639], [-0.9014, 6.1170, 1.3913], [-1.2434, 4.6385, 1.2835], [0.2310, 6.3423, -0.4586], [-1.0269, 7.5731, -0.2213], [-0.0048, 6.3197, 1.9767], [-1.7339, 6.6545, 1.8539], [-0.3459, 4.0192, 1.2332], [-1.8892, 4.3125, 2.0954], [-0.7952, -3.6645, 0.2955], [-0.4574, -4.1078, -0.7596], [-1.1703, -3.9478, -1.9099], [-0.5497, -4.6899, -2.9685], [0.8933, -4.8741, -2.5357], [0.7695, -4.9503, -1.0214], [-1.0752, -5.6427, -3.0801], [-0.6315, -4.1316, -3.9003], [1.3692, -5.7464, -2.9838], [1.4779, -3.9936, -2.8115], [0.5799, -5.9688, -0.6772], [1.6418, -4.5342, -0.5222]],
  "forces_ev_per_a": [[-0.546, -0.146, -0.347], [0.133, -0.842, 0.721], [-0.080, 0.750, -0.807], [-0.450, 0.113, -0.755], [0.107, 0.178, 0.026], [1.435, -1.255, -1.075], [-2.126, -0.646, 1.707], [0.828, 0.750, -0.375], [0.140, 1.254, 0.864], [-0.138, 0.162, -0.590], [0.235, -0.563, -0.263], [0.197, 0.121, 0.230], [0.304, 0.702, 0.110], [-0.140, 0.060, 0.742], [-0.182, 0.375, -0.266], [0.147, -0.709, 0.167], [-0.131, -0.011, 0.016], [0.176, 0.192, 0.011], [0.089, 0.054, 0.364], [-0.022, 0.576, 0.141], [-0.024, -0.044, 0.025], [-0.089, -0.092, -0.192], [0.015, 0.006, -0.094], [0.045, 0.032, -0.039], [-0.069, -0.196, -0.044], [0.060, -0.295, -0.134], [-0.261, -0.428, -0.405], [0.139, -0.189, 0.577], [0.044, 0.042, 0.055], [0.027, -0.034, -0.235], [0.323, -0.149, -0.086], [0.269, 0.195, -0.545], [0.005, 0.011, 0.026], [-0.179, 0.076, 0.116], [-0.083, 0.015, -0.034], [-0.043, -0.030, 0.001], [0.011, 0.059, 0.115], [-0.166, -0.092, 0.270]],
  "mulliken_charge": [-0.53, -0.15, -0.36, -0.44, -0.25, -0.19, 0.27, -0.42, 0.24, 0.12, 0.20, 0.19, 0.07, 0.36, -0.57, 0.46, -0.36, -0.41, -0.49, -0.11, 0.27, 0.30, 0.33, 0.26, 0.02, 0.26, -0.58, 0.48, -0.37, -0.46, -0.52, -0.35, 0.27, 0.32, 0.32, 0.27, 0.29, 0.26],
  "fmax_ev_per_a": 2.8,
  "e_tot_ev": -42840.8606,
  "e_lumo_ha": 0.0929,
  "e_homo_ev": -2.718,
  "charge": -1
}